[1]
DFT (the ωB97M-V functional and the def2-TZVPD basis) results for 6 unconnected molecules or ions with the total composition C7H19NO5 at a distorted geometry.

Output
HOMO = -0.3127 Ha
Total energy = -19295.207 eV

Last column: Mulliken charge in e.
Geometry (Å):
C  1.3395  -0.0229  0.0918  -1.4234
H  -0.0900  1.2284  2.3174  0.3685
H  -1.0282  -0.7723  -2.3540  0.3002
C  -0.0708  -0.5325  0.0855  1.2302
H  -0.2877  2.1578  -0.4776  0.2017
O  -0.6418  -0.0114  -2.7837  -0.6496
H  -1.7618  2.2488  0.1291  0.2626
H  3.7577  -0.5494  -1.3176  0.3450
C  -1.1943  0.3139  0.0241  0.8670
H  0.5795  -2.5261  0.2132  0.3395
H  0.9954  2.6889  -3.3057  0.3032
H  1.5147  0.4344  1.0716  0.2002
H  -1.7091  -3.4539  0.4193  0.3935
H  -3.3552  0.4442  0.3126  0.3520
H  2.0550  -0.8344  0.0394  0.2963
C  -1.6004  -2.3936  0.2359  -0.6318
C  -0.2976  -1.8939  0.1532  -0.6912
O  0.4275  1.2582  3.1374  -0.6861
H  0.4531  -0.7108  3.8432  0.3260
H  -1.2647  0.5880  -3.2021  0.3154
O  0.5759  -1.6309  3.5747  -0.6473
O  4.0925  0.3214  -1.5230  -0.6346
H  -3.7100  -1.8937  0.1696  0.3895
N  -0.9157  1.6878  0.1759  -0.5069
O  1.0183  2.3110  -2.4180  -0.6559
C  -2.6804  -1.5513  0.2193  -0.6239
H  -0.1740  -1.8632  3.0162  0.2985
H  0.7855  1.3807  -2.5922  0.3221
H  3.4438  0.8170  -2.0288  0.3209
C  -2.4683  -0.1634  0.2053  -0.7895
H  1.5297  0.7421  -0.6485  0.2278
H  0.6817  2.1813  3.2166  0.2802

=====

[2]
DFT (the ωB97M-V functional and the def2-TZVPD basis) results for a molecular structure, C7H20AgF2NO11S2 at a distorted geometry.

Output
Multiplicity = 2
HOMO (spin up / spin down) = 0.0677 / 0.0953 Ha
Charge = -3
Total energy = -62684.417 eV
Expectation value of S² = 1.2126

Last column: Mulliken charge in e.
Geometry (Å):
O  -3.3998  1.9431  6.1086  -0.8409
H  2.8890  -2.1689  -4.0700  0.2688
H  2.6839  -2.4332  -1.7105  0.2619
H  3.4078  -1.8214  3.1493  0.2000
H  2.4283  -2.5285  4.4446  0.3111
C  -3.1682  0.6078  5.7072  -0.3319
F  -4.0546  -0.3276  -1.7577  -0.3266
H  2.4775  2.7886  1.3502  0.2864
H  1.7552  5.0889  -5.1342  0.2232
H  1.6333  -3.2669  -3.5736  0.2738
Ag  -0.3274  0.1609  0.0460  0.3991
H  4.4853  1.1849  0.1511  0.2113
F  -1.7811  -4.3294  -0.4882  -0.2877
H  0.2450  3.1789  -4.6445  0.2460
H  1.2034  -1.7253  -4.0742  0.2601
O  -4.4265  -2.1579  -3.0758  -0.6004
N  -2.7514  -2.1667  -1.1864  -0.0704
H  4.0158  2.8468  -0.2932  0.2788
C  1.9693  -2.2334  -3.4884  -0.6442
O  -4.1153  -4.5554  -0.7655  -0.5761
O  2.7662  1.9128  1.0832  -0.4517
H  -2.5013  -0.6520  4.0629  0.1935
O  0.5380  6.1229  -3.9246  -0.8426
O  -2.5147  -4.4251  -2.6770  -0.6104
C  4.0485  2.1152  0.5142  -0.6034
H  -2.2644  0.2210  6.1779  0.1425
H  -3.9123  -0.0497  6.1569  0.2318
C  0.8338  3.5485  -3.8050  -0.3457
C  1.3989  5.0175  -4.1066  -0.3091
H  -4.0016  0.1969  3.7390  0.2001
C  -3.0030  0.3107  4.1610  -0.1602
C  2.4230  -1.8196  3.6165  -0.6071
O  1.5299  -2.1736  2.6115  -0.4466
O  -2.3018  1.2788  3.3964  -0.4489
S  -4.1389  -1.9349  -1.6853  1.0332
O  0.0378  3.3232  -2.6360  -0.6212
H  2.2250  5.2444  -3.4327  0.1164
H  1.1643  -3.0138  2.8980  0.2933
H  1.6516  2.8289  -3.7679  0.2176
O  2.0637  -1.8519  -2.1567  -0.4290
H  2.2290  -0.8053  3.9653  0.2233
H  4.7814  2.4165  1.2626  0.2684
O  -5.2191  -2.0486  -0.7358  -0.5991
S  -3.0035  -3.8481  -1.4123  1.0126

=====

[3]
DFT (the ωB97M-V functional and the def2-TZVPD basis) results for a molecular structure, C7H20IrN8O3 at a distorted geometry.

Output
HOMO (spin up / spin down) = -0.3987 / -0.3991 Ha
Charge = +1
Total energy = -28474.103 eV

Last column: Mulliken charge in e.
Geometry (Å):
H  0.9720  -3.1528  4.7391  0.3369
H  -0.1698  3.0950  -2.8936  0.3897
N  -0.4751  -2.2934  -1.3417  -0.4888
H  0.8419  -3.3650  -2.5051  0.2383
O  0.3573  -0.1387  2.2430  -0.8053
C  -0.5401  3.6230  -2.0148  -1.5608
N  0.7959  -2.6945  -1.7510  -0.1282
H  3.0405  -3.1226  -2.7596  0.1396
H  -2.5594  4.4269  -0.3588  0.3970
H  -2.3844  1.8541  -3.0693  0.3878
H  0.1814  -3.3026  2.5545  0.1997
C  -1.5625  2.7398  -1.2607  1.5394
C  1.8774  -1.8693  -1.6348  0.4833
H  3.8156  -1.6985  -2.1053  0.2402
H  -3.4786  1.7984  -1.6715  0.3943
C  -2.0889  3.5008  -0.0302  -1.5756
H  -0.8074  -3.0679  4.7486  0.3342
N  2.8622  0.1083  -0.8467  1.3471
H  0.1320  -2.2427  5.9941  0.3165
C  0.2655  -1.2441  2.8179  0.8289
N  1.7875  -0.7200  -0.9616  -0.4542
N  2.9959  -2.2769  -2.2174  -0.3238
N  0.1711  -1.2965  4.1510  -0.1754
H  -0.9668  -1.7866  -2.0694  0.2545
N  0.2672  -2.4018  2.1222  -0.3305
C  0.1122  -2.5118  4.9435  -0.9741
C  -2.7385  2.4031  -2.1962  -1.5522
Ir  0.1871  0.5729  0.1999  0.9092
H  -2.8245  2.8976  0.5018  0.3922
O  3.9673  -0.1931  -1.2612  -0.7359
H  -3.2100  3.3267  -2.5286  0.3921
H  -1.0143  4.5513  -2.3304  0.3954
H  0.3013  3.8547  -1.3621  0.3803
H  0.3300  -2.3233  1.1220  0.1082
H  -1.2679  3.7389  0.6455  0.3903
N  -0.9138  1.5585  -0.8584  -0.4999
H  0.1613  -0.4051  4.6155  0.2747
O  2.5913  1.1651  -0.2953  -0.7208
H  -1.0115  -3.1080  -1.0750  0.2555

=====

[4]
DFT (the ωB97M-V functional and the def2-TZVPD basis) results for a gas-phase ion, C7H20N2Si (charge +2) at a distorted geometry.

Output
HOMO = -0.6627 Ha
Charge = +2
Total energy = -18424.107 eV

Last column: Mulliken charge in e.
Geometry (Å):
H  0.3125  -0.3854  -1.8018  0.2463
H  1.9780  3.7063  2.4902  0.3669
H  -3.9845  -1.3291  -1.0377  0.3009
H  -3.1090  0.0294  -0.1131  0.2918
H  3.2089  1.7089  -1.2835  0.0100
H  -0.9155  -2.8859  -1.8703  0.3318
Si  1.7394  2.0475  -0.9248  0.4918
H  -1.7464  -1.7758  1.7807  0.3884
C  2.1769  3.0847  1.6341  -1.0929
H  2.5982  2.0395  1.9267  0.2519
C  -0.9122  -0.8161  -0.0526  0.1784
H  0.9463  1.8956  -2.1532  -0.0643
H  1.1404  0.2655  0.7988  0.2170
N  -3.1508  -0.8555  -0.6450  -0.2208
C  0.4371  -0.8976  -0.7927  -0.6769
H  -1.5083  -3.3851  -0.4870  0.3728
H  -0.4865  -2.6908  0.9346  0.3976
C  -2.0388  -1.4820  -0.8175  0.6992
H  -2.7440  -3.3160  -1.7610  0.4215
H  -1.2279  0.1569  0.2898  0.3236
H  2.4222  -0.3767  0.0458  0.4003
H  -0.1598  -1.1969  1.8808  0.4581
H  0.8217  3.9846  0.2929  0.4702
C  -1.8784  -2.8112  -1.3297  -1.2664
C  -0.8185  -1.6989  1.2613  -1.4221
H  0.2224  2.4271  0.9096  0.1377
C  1.1821  2.9808  0.5897  -0.2618
H  0.8933  -1.8967  -0.7796  0.3789
H  3.1287  3.4095  1.1683  0.3178
N  1.4727  0.0637  -0.1540  -0.4476

=====

Respective relative energy (zero: lowest compared OMol25 entry of this formula, charge and spin) values: 0.0, 118.0, 38.8, 43.3 kcal/mol.